Record 1
C22H44O2 | the ωB97M-V functional and the def2-TZVPD basis

```
68
Properties=species:S:1:pos:R:3:nbo_charge:R:1
C 1.174 6.104 -3.573 -0.61
C 1.837 4.778 -3.928 -0.39
C 0.867 3.596 -3.925 -0.39
C 0.344 3.249 -2.533 -0.39
C -0.557 2.012 -2.522 -0.39
C 0.211 0.702 -2.682 -0.39
C -0.715 -0.512 -2.702 -0.39
C 0.082 -1.815 -2.707 -0.40
C -0.781 -3.065 -2.888 -0.38
C -1.769 -3.340 -1.753 -0.39
C -1.090 -3.582 -0.407 -0.42
C -2.093 -4.029 0.657 -0.38
C -1.476 -4.146 2.053 -0.39
C -1.199 -2.783 2.681 -0.41
C -0.606 -2.886 4.085 -0.39
C -0.391 -1.506 4.711 -0.39
C 0.809 -0.755 4.122 -0.41
C 0.602 0.757 4.186 -0.40
C 1.792 1.575 3.685 -0.39
H 1.581 2.633 3.865 0.20
C 2.130 1.393 2.204 -0.40
C 0.960 1.720 1.269 -0.52
C 0.130 0.502 0.960 0.82
O 0.570 -0.594 0.732 -0.62
O -1.182 0.759 0.940 -0.69
H -1.679 -0.049 0.729 0.50
H 0.319 2.501 1.677 0.23
H 1.348 2.069 0.308 0.25
H 2.449 0.368 2.012 0.22
H 2.970 2.049 1.969 0.21
H 2.675 1.312 4.271 0.20
H 0.407 1.040 5.224 0.21
H -0.288 1.018 3.608 0.19
H 1.716 -1.024 4.667 0.20
H 0.954 -1.056 3.086 0.21
H -1.297 -0.914 4.556 0.19
H -0.256 -1.611 5.790 0.20
H 0.344 -3.422 4.045 0.20
H -1.286 -3.463 4.717 0.20
H -2.138 -2.224 2.738 0.18
H -0.512 -2.231 2.043 0.22
H -2.160 -4.703 2.700 0.20
H -0.546 -4.715 1.990 0.19
H -2.504 -4.999 0.365 0.20
H -2.927 -3.323 0.694 0.19
H -0.328 -4.356 -0.523 0.19
H -0.587 -2.673 -0.082 0.22
H -2.471 -2.508 -1.666 0.19
H -2.353 -4.226 -2.019 0.20
H -0.119 -3.929 -2.987 0.20
H -1.341 -2.972 -3.823 0.20
H 0.650 -1.887 -1.779 0.21
H 0.802 -1.778 -3.529 0.20
H -1.363 -0.480 -1.825 0.18
H -1.355 -0.468 -3.587 0.19
H 0.788 0.720 -3.608 0.20
H 0.918 0.593 -1.857 0.19
H -1.295 2.100 -3.324 0.20
H -1.104 1.983 -1.575 0.20
H -0.225 4.096 -2.144 0.20
H 1.193 3.084 -1.864 0.19
H 0.023 3.822 -4.580 0.19
H 1.384 2.728 -4.340 0.20
H 2.649 4.578 -3.224 0.19
H 2.279 4.863 -4.924 0.20
H 0.336 6.300 -4.238 0.20
H 1.887 6.920 -3.671 0.21
H 0.808 6.098 -2.549 0.20
```

The highest occupied orbital energy comes out at -10.422 eV. The orbital gap comes out at 11.220 eV. The value obtained for the LUMO energy is 0.8 eV. Its structure (SMILES) is CCCCCCCCCCCCCCCCCCCCCC(=O)O. As for the energy: -27624.785 eV. Its total charge is 0.


Record 2
C18H47Li2N3O2 | the ωB97M-V functional and the def2-TZVPD basis

```
72
Properties=species:S:1:pos:R:3:mulliken_charge:R:1
Li -1.431 -1.093 2.758 0.95
Li -2.197 -3.135 1.377 0.80
O -1.812 -1.337 0.862 -1.00
H -1.293 -0.984 0.149 0.04
O -1.830 -2.931 3.276 -0.99
H -2.424 -3.152 3.985 0.08
C -1.624 3.344 -1.399 -1.40
C -1.738 1.815 -1.349 0.16
N -2.408 1.220 -2.490 0.12
C -2.476 -0.221 -2.319 0.48
C -3.159 -0.959 -3.476 -1.62
C -2.076 1.700 -3.807 -1.11
C -0.590 1.558 -4.206 -0.71
H -1.418 3.698 -2.404 0.41
H -0.778 3.629 -0.765 0.33
H -2.480 3.850 -0.955 0.30
H -0.740 1.395 -1.151 -0.38
H -2.299 1.604 -0.433 0.53
H -1.523 -0.727 -2.093 -0.40
H -3.067 -0.385 -1.412 0.50
H -3.987 -0.369 -3.869 0.36
H -2.436 -1.172 -4.265 0.29
H -3.594 -1.903 -3.147 0.46
H -2.325 2.759 -3.908 0.43
H -2.693 1.266 -4.595 0.43
H -0.258 0.541 -4.369 0.13
H 0.042 1.978 -3.416 0.20
H -0.455 2.248 -5.043 0.46
C 1.284 -1.396 3.299 -0.71
C 1.034 -0.003 3.910 -0.94
N -0.360 0.443 3.766 0.66
C -1.117 0.241 5.014 -0.59
C -2.620 0.382 4.853 -1.35
C -0.580 1.756 3.130 -1.25
C -0.038 1.776 1.708 -0.24
H 1.033 -2.173 4.025 0.37
H 2.354 -1.580 3.159 0.41
H 0.732 -1.550 2.378 -0.17
H 1.296 -0.002 4.973 0.42
H 1.757 0.687 3.471 0.43
H -0.850 -0.727 5.438 0.43
H -0.762 1.000 5.732 0.38
H -3.081 -0.027 3.952 0.27
H -3.132 -0.070 5.704 0.34
H -2.895 1.439 4.880 0.44
H -0.004 2.489 3.715 0.28
H -1.644 1.965 3.144 0.45
H 1.044 1.683 1.697 0.40
H -0.363 2.686 1.204 0.23
H -0.425 0.921 1.149 -0.18
C 4.501 0.404 -0.336 -1.37
C 3.217 -0.385 -0.136 0.05
N 2.786 -1.066 -1.361 0.20
C 2.251 -0.139 -2.369 0.05
C 2.137 -0.804 -3.733 -1.53
C 1.798 -2.110 -1.019 0.46
C 2.503 -3.454 -1.025 -1.44
H 4.364 1.144 -1.124 0.33
H 5.336 -0.250 -0.579 0.32
H 4.782 0.949 0.568 0.41
H 3.384 -1.180 0.596 0.33
H 2.375 0.200 0.257 -0.10
H 2.854 0.755 -2.512 0.39
H 1.255 0.117 -1.971 -0.06
H 1.678 -1.793 -3.724 0.25
H 3.173 -0.926 -4.062 0.37
H 1.609 -0.164 -4.429 0.46
H 1.369 -1.878 -0.039 -0.31
H 0.985 -2.186 -1.746 0.23
H 1.954 -4.244 -0.502 0.41
H 2.622 -3.822 -2.045 0.31
H 3.478 -3.349 -0.549 0.28
```

The highest occupied orbital energy comes out at -7.893 eV. The orbital gap comes out at 8.022 eV. The value obtained for the LUMO energy is 0.1 eV. As for the energy: -28405.691 eV. Its total charge is 0.


Record 3
C7H18N7 | the ωB97M-V functional and the def2-TZVPD basis

```
32
Properties=species:S:1:pos:R:3:nbo_charge:R:1
C 1.052 0.707 -1.670 0.37
C 2.967 1.225 -0.643 0.30
C 1.807 -0.810 0.100 -0.03
C -4.345 2.129 0.020 -0.44
C -4.142 -0.209 1.710 -0.12
C -1.308 -3.055 -1.082 0.01
C 5.142 0.454 0.952 -0.45
N 0.751 -0.207 -0.667 -0.59
N 2.099 1.521 -1.599 -0.52
N 2.977 0.116 0.118 -0.14
N -3.611 0.846 -0.264 -0.45
N -3.315 -0.084 0.769 -0.27
N -1.386 -1.884 -0.721 -0.67
N 3.852 -0.140 1.129 -0.40
H 0.419 0.919 -2.492 0.22
H 3.750 1.894 -0.651 0.22
H 1.521 -0.967 1.180 0.21
H 2.060 -1.711 -0.284 0.19
H -3.792 2.732 0.750 0.19
H -4.440 2.657 -0.895 0.22
H -5.323 1.821 0.400 0.21
H -2.370 -1.518 -0.481 0.41
H -4.119 -0.855 2.543 0.19
H -5.085 0.283 1.726 0.15
H -2.176 -3.710 -1.311 0.19
H -0.263 -3.386 -1.335 0.16
H -2.742 1.118 -0.682 0.35
H 5.901 0.138 1.654 0.25
H 5.599 0.231 -0.001 0.20
H 5.018 1.587 1.038 0.21
H -0.125 -0.806 -0.766 0.46
H 3.629 -1.035 1.456 0.39
```

The highest occupied orbital energy comes out at -11.568 eV. The orbital gap comes out at 7.624 eV. The value obtained for the LUMO energy is -3.9 eV. As for the energy: -17970.706 eV. Its total charge is +1.


Record 4
C35H45CrN3OPS2Si2 | the ωB97M-V functional and the def2-TZVPD basis

```
90
Properties=species:S:1:pos:R:3:mulliken_charge:R:1
Cr -0.297 -0.091 -0.261 -0.27
S 0.559 1.880 0.923 -0.43
C -0.739 2.708 1.689 0.20
N -1.972 2.319 1.784 -0.10
C -2.744 3.157 2.556 -0.44
C -4.090 2.958 2.858 -0.50
C -4.720 3.845 3.710 -0.65
C -4.025 4.919 4.266 -0.46
C -2.696 5.146 3.955 -0.57
C -2.063 4.261 3.095 0.85
S -0.410 4.224 2.553 -0.29
H -4.613 2.120 2.417 0.42
H -5.763 3.702 3.960 0.38
H -4.535 5.582 4.952 0.37
H -2.156 5.981 4.383 0.38
N -1.631 -0.634 1.259 -0.32
C -2.614 -1.664 0.903 0.05
C -2.997 -1.476 -0.549 -0.95
N -1.752 -1.440 -1.328 -0.04
H -1.143 -0.916 2.103 0.05
H -2.090 0.267 1.462 0.30
H -3.502 -1.630 1.542 0.48
H -2.138 -2.637 1.022 -0.44
H -3.493 -0.518 -0.671 0.38
H -3.674 -2.275 -0.870 0.59
H -1.957 -1.127 -2.271 0.15
H -1.354 -2.370 -1.384 -0.37
O -2.479 1.338 -1.149 -0.67
C -1.274 1.337 -1.320 0.28
C -0.577 2.373 -2.112 0.37
C -1.053 3.670 -2.265 -0.97
C -0.277 4.608 -2.924 -0.80
C 0.954 4.244 -3.456 -0.68
C 1.428 2.947 -3.316 -0.97
C 0.665 2.010 -2.635 -0.61
P 1.113 0.301 -2.174 3.56
C 2.878 0.308 -2.676 0.55
C 3.392 -0.311 -3.810 -0.53
C 4.731 -0.156 -4.140 -0.76
C 5.567 0.610 -3.342 -0.64
C 5.059 1.235 -2.212 -0.86
C 3.724 1.083 -1.880 -0.31
C 0.359 -0.716 -3.495 0.00
C 0.656 -2.080 -3.518 -0.42
C 0.021 -2.923 -4.415 -0.59
C -0.945 -2.419 -5.277 -0.74
C -1.252 -1.067 -5.255 -0.65
C -0.600 -0.216 -4.371 -0.68
H -2.018 3.929 -1.847 0.55
H -0.630 5.626 -3.027 0.42
H 1.560 4.982 -3.967 0.44
H 2.392 2.676 -3.729 0.49
H 2.756 -0.906 -4.450 0.37
H 5.122 -0.630 -5.031 0.44
H 6.610 0.727 -3.605 0.39
H 5.704 1.844 -1.591 0.47
H 3.315 1.577 -1.006 0.55
H 1.383 -2.476 -2.817 0.59
H 0.261 -3.978 -4.426 0.50
H -1.460 -3.078 -5.964 0.40
H -2.004 -0.672 -5.925 0.44
H -0.846 0.838 -4.358 0.36
C 3.318 -0.288 1.316 -0.99
Si 1.959 -1.502 1.845 0.55
C 2.963 -2.917 2.634 -1.32
C 1.011 -0.761 3.323 -1.04
C 0.896 -1.981 0.358 2.08
Si 0.376 -3.780 0.431 0.49
C -0.376 -4.313 2.101 -1.12
C 1.857 -4.927 0.081 -1.31
C -0.875 -4.441 -0.871 -1.57
H 4.005 -0.084 2.140 0.52
H 2.902 0.665 0.996 0.03
H 3.902 -0.699 0.490 0.25
H 3.599 -2.534 3.434 0.36
H 3.615 -3.388 1.897 0.29
H 2.334 -3.694 3.069 0.31
H 1.713 -0.541 4.129 0.46
H 0.268 -1.451 3.735 0.31
H 0.527 0.181 3.069 0.18
H 1.585 -1.932 -0.500 -0.92
H 0.386 -4.312 2.881 0.30
H -0.777 -5.326 2.037 0.44
H -1.182 -3.666 2.451 0.31
H 2.533 -4.980 0.934 0.39
H 2.437 -4.558 -0.769 0.33
H 1.540 -5.944 -0.157 0.40
H -1.914 -4.138 -0.714 0.35
H -0.865 -5.531 -0.822 0.55
H -0.584 -4.175 -1.891 0.29
```

Its spin multiplicity is 2. The expectation value of S² is 0.77. The highest occupied orbital energy (alpha / beta) comes out at -7.516 / -7.441 eV. The orbital gap (alpha / beta) comes out at 7.148 / 7.407 eV. The value obtained for the LUMO energy (alpha / beta) is -0.4 / 0.0 eV. As for the energy: -118681.573 eV. Its total charge is 0.


Record 5
C40H80Br16O12S6 | the ωB97M-V functional and the def2-TZVPD basis

```
154
Properties=species:S:1:pos:R:3:mulliken_charge:R:1
C 31.009 8.666 -24.874 -0.19
C 30.669 9.476 -26.163 -0.64
C 29.689 10.608 -25.756 -0.83
S 28.476 9.810 -24.605 1.07
O 27.391 9.232 -25.320 -0.65
O 28.144 10.688 -23.497 -0.70
C 29.690 8.550 -24.021 2.26
H 31.805 9.129 -24.290 0.16
H 31.369 7.684 -25.180 0.11
H 30.200 8.679 -26.740 0.11
H 31.567 9.754 -26.715 0.39
H 29.188 11.166 -26.547 0.50
H 30.228 11.362 -25.182 0.36
H 29.212 7.572 -23.959 -1.19
H 29.777 8.947 -23.010 -0.97
C 30.349 7.324 -16.203 -0.76
C 28.921 6.636 -16.036 -0.14
C 29.186 5.174 -15.604 -1.16
S 30.723 4.591 -16.470 0.71
O 30.364 3.810 -17.598 -0.26
O 31.632 4.033 -15.474 -0.75
C 31.247 6.287 -16.868 0.38
H 30.759 7.587 -15.227 0.28
H 30.263 8.241 -16.786 0.26
H 28.502 6.540 -17.038 -0.42
H 28.131 7.241 -15.590 0.63
H 28.356 4.519 -15.339 0.58
H 29.459 5.355 -14.564 0.43
H 31.145 6.366 -17.950 -0.71
H 32.320 6.425 -16.735 0.60
C 35.625 9.772 -20.051 -0.21
C 36.527 10.161 -21.243 -0.79
C 35.967 9.405 -22.477 -0.73
S 35.229 7.820 -21.822 0.90
O 36.036 6.610 -22.007 -0.63
O 33.873 7.786 -22.404 -0.46
C 35.158 8.341 -20.057 -0.38
H 34.720 10.377 -20.105 -0.05
H 36.127 9.957 -19.102 0.43
H 37.521 9.775 -21.017 0.30
H 36.696 11.238 -21.265 0.42
H 36.500 9.355 -23.427 0.51
H 35.038 9.924 -22.716 0.24
H 35.898 7.713 -19.560 0.59
H 34.250 8.032 -19.540 -0.05
C 33.630 2.040 -19.199 0.48
C 34.045 2.064 -20.651 -0.22
C 34.530 3.467 -21.019 -0.24
S 34.996 4.285 -19.478 1.16
O 33.988 5.312 -19.314 -0.41
O 36.442 4.569 -19.457 -0.79
C 34.637 2.889 -18.373 -1.38
H 33.638 1.017 -18.824 0.52
H 32.599 2.341 -19.011 -0.45
H 33.175 1.745 -21.223 -0.41
H 34.772 1.268 -20.808 0.44
H 33.711 3.981 -21.522 -0.41
H 35.413 3.518 -21.655 0.77
H 34.428 3.354 -17.410 0.51
H 35.646 2.483 -18.299 0.41
C 25.269 7.786 -19.500 -0.83
C 25.440 8.779 -20.642 -0.42
C 26.680 9.614 -20.365 -0.62
S 27.919 8.535 -19.490 0.85
O 28.207 9.145 -18.215 -0.82
O 28.998 8.045 -20.394 0.08
C 26.584 7.197 -19.175 0.01
H 24.627 7.008 -19.913 0.34
H 24.849 8.222 -18.594 0.37
H 24.631 9.509 -20.661 0.42
H 25.454 8.275 -21.609 0.11
H 26.443 10.530 -19.825 0.50
H 27.168 9.973 -21.270 0.06
H 26.573 6.825 -18.150 0.55
H 26.744 6.378 -19.876 -0.40
C 29.394 4.172 -20.600 0.37
C 30.510 5.260 -20.436 1.93
C 30.915 5.773 -21.938 1.38
S 30.739 4.362 -23.100 0.04
O 31.959 3.667 -23.473 -0.20
O 29.777 4.701 -24.149 -0.05
C 29.827 3.297 -21.807 0.02
H 28.359 4.512 -20.614 -0.68
H 29.457 3.557 -19.703 0.16
H 31.378 4.701 -20.085 -0.49
H 30.091 5.964 -19.717 -0.84
H 31.997 5.895 -21.896 -0.08
H 30.390 6.702 -22.161 -1.12
H 30.629 2.640 -21.470 0.02
H 29.175 2.565 -22.282 -0.12
Br 32.214 9.458 -18.241 -0.11
C 31.838 9.326 -20.219 1.01
C 31.100 10.580 -20.707 -0.56
Br 32.268 12.147 -20.884 -0.18
H 31.359 8.372 -20.442 -0.68
H 32.772 9.274 -20.779 -0.25
H 30.406 10.814 -19.900 0.52
H 30.468 10.419 -21.581 0.20
Br 31.274 0.217 -25.455 -0.17
C 31.905 -0.078 -23.547 0.20
C 30.871 -0.904 -22.732 0.07
Br 30.325 -2.654 -23.522 -0.17
H 32.144 0.920 -23.180 -0.64
H 32.854 -0.596 -23.688 0.49
H 29.965 -0.298 -22.765 -0.29
H 31.182 -1.006 -21.692 0.41
Br 32.306 0.255 -16.475 -0.18
C 31.198 -0.338 -18.077 -0.65
C 29.951 0.622 -18.251 0.29
Br 28.986 -0.178 -19.792 -0.08
H 30.934 -1.389 -17.962 0.57
H 31.896 -0.328 -18.914 0.18
H 30.340 1.563 -18.639 -0.45
H 29.405 0.777 -17.320 0.38
Br 27.389 0.929 -23.939 0.01
C 26.966 -0.658 -25.052 -0.61
C 26.447 -1.662 -23.967 -0.52
Br 25.979 -3.323 -24.867 -0.15
H 27.866 -1.015 -25.552 0.36
H 26.265 -0.286 -25.799 0.44
H 25.599 -1.300 -23.386 0.34
H 27.227 -1.844 -23.228 0.22
Br 28.837 1.780 -28.000 -0.17
C 29.440 3.546 -28.633 -0.60
C 29.871 4.498 -27.495 0.81
Br 30.553 6.264 -28.066 -0.11
H 28.595 3.850 -29.250 0.37
H 30.219 3.348 -29.370 0.42
H 30.619 4.073 -26.825 -0.04
H 29.007 4.747 -26.879 -0.62
Br 35.055 1.588 -24.465 -0.17
C 35.299 3.057 -25.849 -0.61
C 33.882 3.366 -26.492 -0.37
Br 34.144 4.330 -28.285 -0.18
H 36.014 2.689 -26.585 0.48
H 35.794 3.987 -25.567 0.42
H 33.205 3.933 -25.852 0.06
H 33.298 2.474 -26.716 0.35
Br 27.264 6.330 -22.946 -0.04
C 26.771 5.857 -24.844 -0.69
C 26.566 4.297 -24.966 -0.11
Br 25.902 4.048 -26.794 -0.17
H 27.657 6.066 -25.444 0.05
H 26.000 6.559 -25.164 0.64
H 25.816 3.887 -24.290 0.42
H 27.545 3.835 -24.841 -0.13
Br 24.190 0.090 -20.581 -0.17
C 25.572 1.518 -20.873 -0.25
C 25.366 2.535 -19.770 -0.12
Br 26.343 1.999 -18.134 -0.14
H 25.331 1.983 -21.829 0.24
H 26.593 1.148 -20.960 -0.01
H 24.316 2.692 -19.524 0.53
H 25.752 3.512 -20.064 -0.15
```

The highest occupied orbital energy comes out at -9.944 eV. The orbital gap comes out at 9.972 eV. The value obtained for the LUMO energy is 0.0 eV. As for the energy: -1253035.316 eV. Its total charge is 0.


Record 6
C10H16BCl3NO3S | the ωB97M-V functional and the def2-TZVPD basis

```
35
Properties=species:S:1:pos:R:3:nbo_charge:R:1
C 3.639 0.084 0.515 -0.65
C 3.430 0.740 -0.929 0.09
O 4.580 1.586 -1.161 -0.69
C 2.171 1.705 -0.963 -0.57
S 0.644 0.941 -1.638 0.82
C -0.435 2.397 -2.089 -0.87
B -1.267 2.894 -0.776 1.14
O -0.660 3.092 0.453 -0.89
O -2.668 3.111 -0.863 -0.92
C -0.268 0.076 -0.309 0.03
C -1.547 -0.547 -0.562 -0.28
C -2.361 -1.232 0.439 -0.13
C -1.712 -1.247 1.787 -0.25
C -0.416 -0.595 1.862 0.04
N 0.297 0.054 0.915 -0.42
H 2.977 0.549 1.286 0.22
H 3.420 -1.008 0.416 0.23
H 4.720 0.175 0.806 0.25
H 3.365 -0.071 -1.694 0.20
H 4.463 2.352 -0.566 0.46
H 1.967 2.025 0.093 0.28
H 2.413 2.603 -1.583 0.28
H -1.137 2.091 -2.899 0.28
H 0.249 3.240 -2.360 0.29
H -1.356 3.167 1.137 0.52
H -3.131 2.256 -0.957 0.51
H -1.965 -0.466 -1.599 0.24
H -3.348 -1.687 0.230 0.27
H -2.198 -1.722 2.666 0.27
H 0.072 -0.637 2.872 0.22
C -2.823 -5.229 1.197 -0.28
Cl -1.604 -6.334 0.558 0.04
Cl -2.136 -3.603 1.422 0.01
Cl -4.225 -5.158 0.126 0.03
H -3.148 -5.601 2.164 0.24
```

The highest occupied orbital energy comes out at -13.132 eV. The orbital gap comes out at 9.366 eV. The value obtained for the LUMO energy is -3.8 eV. As for the energy: -67334.170 eV. Its total charge is +1.


Q: Among the records above, which one has the highest energy?
A: C7H18N7


Q: What is the formula in the fourth record?
A: C35H45CrN3OPS2Si2


Q: The lowest energy belongs to which entry?
A: C40H80Br16O12S6


Q: Number 2 is which compound?
A: C18H47Li2N3O2